DFT (ωB97M-V/def2-TZVPD) results for a gas-phase ion, C10H11ClN3 (charge +1).

Geometry as XYZ:
```
25
Properties=species:S:1:pos:R:3:lowdin_charge:R:1
C -3.1968 1.2853 -0.0687 -0.029
C -2.0168 1.7773 0.5270 -0.069
C -3.2464 -0.0598 -0.5589 -0.035
C -0.9207 0.9700 0.5745 -0.044
C -2.2135 -0.9672 -0.2855 -0.039
C -0.9966 -0.3892 0.1589 -0.197
C 2.1850 0.0523 1.3773 -0.102
C 2.2463 -0.2543 -0.8612 -0.341
C 1.2340 -1.0745 1.6459 -0.072
C 0.3265 -1.2612 0.2190 -0.652
N 2.6807 0.5412 0.2605 0.155
N 1.1364 -0.9395 -0.9368 0.105
N 3.1176 -0.2278 -1.8801 0.231
Cl 0.0704 -3.0403 0.1585 0.733
H -3.9959 1.9806 -0.0894 0.098
H -2.1391 2.7560 0.9812 0.116
H -4.1655 -0.4019 -0.8942 0.084
H 0.1344 1.1210 0.9436 0.108
H -2.1870 -2.0258 -0.5650 0.083
H 2.6825 0.5519 2.2851 0.160
H 1.9340 -1.8849 1.6862 0.102
H 0.4911 -1.0645 2.4586 0.145
H 1.0939 -1.3269 -1.9189 0.201
H 3.9660 0.3054 -1.8771 0.136
H 3.0394 -0.9083 -2.6020 0.123
```

SMILES string ... [NH2+]=C1N=CC[C@@](Cl)(c2ccccc2)N1
Charge ... +1
Gap between HOMO and LUMO ... 8.268 eV
Energy above the lowest of the compared OMol25 structures with the same formula, charge and spin ... 24.28 kcal per mole
Strongest force on any atom ... 4.3 eV Å⁻¹

DFT (ωB97M-V/def2-TZVPD) results for a gas-phase ion, C10H11ClNS2 (charge +1).

Geometry as XYZ:
```
25
Properties=species:S:1:pos:R:3:lowdin_charge:R:1
C 4.3595 -0.0814 0.3155 -0.153
C 3.2387 -0.7239 0.8828 -0.179
C 4.0449 1.0795 -0.3139 -0.377
C 2.0817 -0.0456 0.6559 -0.913
C -3.1555 -0.2839 0.8846 -0.077
C -2.3467 -1.3415 0.8693 -0.117
C -3.3281 0.7010 -0.1726 -0.050
C -1.4551 -1.7213 -0.2360 -0.199
C -2.4364 1.3815 -0.8798 -0.072
C -0.1544 -1.4498 -0.1986 -0.946
N -0.9843 1.3408 -0.7051 0.149
S 2.3664 1.4255 -0.2422 0.969
S 0.4801 -0.5078 1.2166 0.949
Cl 0.9773 -1.9003 -1.4229 0.727
H 5.3566 -0.4793 0.3745 0.117
H 3.2775 -1.6475 1.4312 0.122
H 4.7017 1.7628 -0.8152 0.077
H -3.8382 -0.1656 1.7150 0.121
H -2.3609 -2.0251 1.7086 0.126
H -4.3675 0.9214 -0.3854 0.129
H -1.8880 -2.2765 -1.0581 0.129
H -2.7495 2.0768 -1.6449 0.126
H -0.5328 0.7820 -1.4422 0.144
H -0.6899 0.8876 0.2091 0.043
H -0.5971 2.2907 -0.7465 0.158
```

SMILES string ... [NH3+]\C=C/C=C\C=C(\Cl)Sc1cccs1
Charge ... +1
Gap between HOMO and LUMO ... 9.262 eV
Energy above the lowest of the compared OMol25 structures with the same formula, charge and spin ... 0.00 kcal per mole
Strongest force on any atom ... 0.8 eV Å⁻¹

DFT (ωB97M-V/def2-TZVPD) results for a single C10H11ClO2S molecule.

Geometry as XYZ:
```
25
Properties=species:S:1:pos:R:3:lowdin_charge:R:1
C 3.7881 -1.0365 0.0977 -0.229
C 2.5001 -0.9753 -0.4643 -0.133
C 4.1708 0.0076 0.9015 -0.462
C 1.8526 0.2087 -0.0894 -0.508
C -2.1474 0.1507 0.5563 -0.440
C -0.4138 0.0935 -1.4227 -0.170
C 0.6999 0.8524 -0.6698 -0.610
C -1.1860 -0.5231 -0.2809 -0.137
C -0.7567 -1.9184 0.0529 -0.021
C -3.7337 2.0539 0.5772 -0.031
O -2.5874 -0.2420 1.6274 0.080
O -2.5799 1.3615 -0.0280 -0.126
S 2.9527 1.1391 0.9538 1.007
Cl 0.3506 2.4922 -0.2953 0.717
H 4.5603 -1.8120 -0.1234 0.117
H 2.3797 -1.8276 -1.1002 0.109
H 5.1796 0.1313 1.4512 0.111
H -1.0536 0.6666 -2.0394 0.094
H 0.0686 -0.5775 -2.1777 0.135
H -1.1321 -2.5562 -0.7834 0.109
H -1.2355 -2.2805 0.9804 0.100
H 0.2540 -2.0123 -0.1042 0.020
H -3.3581 3.0609 0.8970 0.098
H -3.9869 1.4712 1.5420 0.106
H -4.5858 2.0721 -0.0587 0.065
```

Charge ... 0
Gap between HOMO and LUMO (spin up / spin down) ... 6.541 / 7.519 eV
Energy above the lowest of the compared OMol25 structures with the same formula, charge and spin ... 19.08 kcal per mole
Strongest force on any atom ... 3.8 eV Å⁻¹